(i)
A molecular structure, C22H26ErN5O2S, computed with the ωB97M-V functional and the def2-TZVPD basis.

Properties
gap between HOMO and LUMO = 4.925 eV
highest occupied orbital energy = -5.347 eV
<S²> = 3.75

The geometry in ORCA input format:
```
! wB97M-V def2-TZVPD RIJCOSX def2/J DEFGRID3
* xyz 0 4
Er 0.18142 -0.88275 -0.63720
N 2.18169 -1.94163 0.09799
C 2.17769 -3.37307 0.52285
C 0.76618 -3.83665 1.06204
N -0.45307 -3.24692 0.49825
C -1.44478 -2.99363 1.64247
C -2.56946 -2.09043 1.23918
N -2.11861 -0.85640 0.63517
C -1.13831 -4.00725 -0.57582
C -0.23095 -4.06630 -1.83654
N -0.17995 -2.70963 -2.42075
H 2.81855 -1.81000 -0.59932
H 2.42456 -1.28959 0.85899
H 2.99666 -3.60233 1.28198
H 2.37526 -3.99989 -0.37004
H 0.73926 -3.65762 2.15618
H 0.76571 -4.93438 1.05465
H -0.84032 -2.49208 2.39088
H -1.78747 -3.97298 2.12677
H -3.18172 -1.93406 2.16955
H -3.23585 -2.53401 0.47064
H -1.89013 -0.14815 1.39289
H -2.91955 -0.44106 0.17590
H -2.07364 -3.48902 -0.70204
H -1.38814 -5.01513 -0.26594
H -0.59717 -4.77220 -2.59070
H 0.72857 -4.42202 -1.59675
H -0.97700 -2.56964 -2.99751
H 0.55695 -2.62506 -3.10459
O 1.56879 0.15646 -2.01516
C 0.59496 0.85641 -2.45978
O -0.59343 0.60062 -2.03742
C 0.80683 2.06319 -3.42397
C 0.95952 3.37708 -3.01357
C 1.26186 4.39440 -3.93290
C 1.25113 4.15090 -5.31335
C 0.95472 2.89509 -5.74680
C 0.81321 1.78830 -4.83808
S 0.47920 0.18686 -5.33817
H 1.05921 3.56591 -1.93087
H 1.35426 5.45279 -3.62879
H 1.46263 4.90900 -6.06925
H 0.82831 2.57870 -6.80852
N -1.41535 6.38132 6.29307
C -1.14437 5.48989 5.57998
C -0.70451 4.39854 4.77170
C -0.47907 4.61208 3.42943
C -0.07293 3.60450 2.55281
C 0.13861 2.30622 3.07477
C 0.06041 2.05963 4.44197
C -0.37358 3.10729 5.25806
C 0.18258 1.17917 2.23376
C 0.26783 0.35916 1.31775
H -0.67240 5.58377 3.00261
H 0.08149 3.73585 1.47062
H 0.20507 1.03249 4.79998
H -0.56132 2.88826 6.25089
*
```



(ii)
A molecular structure, C22H26ErN5O2S, computed with the ωB97M-V functional and the def2-TZVPD basis.

Properties
gap between HOMO and LUMO (alpha / beta) = 6.490 / 6.492 eV
highest occupied orbital energy (alpha / beta) = -6.655 / -6.656 eV
<S²> = 3.75

The geometry in ORCA input format:
```
! wB97M-V def2-TZVPD RIJCOSX def2/J DEFGRID3
* xyz 0 4
Er -0.71995 0.76870 0.54726
N 1.74748 0.43594 0.44255
C 2.29567 -0.15629 1.65162
C 1.71265 0.24347 2.96054
N 0.23761 0.56118 2.96450
C -0.50029 -0.55176 3.56160
C -2.03856 -0.50198 3.44865
N -2.50076 -0.34066 2.06691
C -0.10167 1.85405 3.56059
C 0.40942 3.05909 2.71788
N -0.20104 3.04404 1.37184
H 1.65405 -0.27724 -0.24193
H 2.33061 1.19611 0.06210
H 3.40042 0.06993 1.68518
H 2.19138 -1.26317 1.48174
H 2.28729 1.11640 3.28179
H 1.90713 -0.57475 3.62390
H -0.24448 -0.57185 4.68229
H -0.18267 -1.55774 3.24523
H -2.42989 0.36608 4.07391
H -2.37323 -1.44800 3.90356
H -3.45406 -0.02268 2.04364
H -2.49830 -1.28275 1.68536
H 0.28426 1.94858 4.61332
H -1.18369 1.90768 3.58331
H 1.49242 3.01336 2.70982
H 0.15154 3.89584 3.30082
H 0.43672 3.46207 0.70815
H -1.06441 3.59543 1.39043
O -2.37343 2.10914 -0.39956
C -2.04744 1.54132 -1.50058
O -1.58113 0.34207 -1.46748
C -1.83861 2.27447 -2.77117
C -2.86006 2.62015 -3.60962
C -2.58770 3.53312 -4.61887
C -1.29249 4.03656 -4.78652
C -0.25983 3.60569 -4.00279
C -0.45408 2.67229 -2.93914
S 0.81784 2.26761 -1.82116
H -3.87051 2.21750 -3.50446
H -3.46254 3.81833 -5.26015
H -1.13562 4.79835 -5.56735
H 0.77200 3.91301 -4.22396
N 3.28727 -6.81034 -4.30218
C 2.67480 -6.11645 -3.60147
C 2.03815 -5.24123 -2.69317
C 2.42571 -5.20714 -1.37390
C 1.71235 -4.44855 -0.41347
C 0.67647 -3.63954 -0.81327
C 0.23068 -3.69585 -2.16423
C 0.89231 -4.46989 -3.07296
C 0.14623 -2.70566 0.10197
C -0.25775 -1.65254 0.60119
H 3.34852 -5.71411 -1.08649
H 1.99663 -4.49505 0.64112
H -0.59858 -3.01004 -2.36221
H 0.55516 -4.53231 -4.11462
*
```



Which one sits at the bottom of the stability order? (i) does.



(i)
A molecular structure, C18H22N2O5S, computed with the ωB97M-V functional and the def2-TZVPD basis.

Properties
gap between HOMO and LUMO = 7.761 eV
highest occupied orbital energy = -8.310 eV

The geometry in ORCA input format:
```
! wB97M-V def2-TZVPD RIJCOSX def2/J DEFGRID3
* xyz 0 1
C -9.04761 -0.62811 -0.18037
H -8.83354 -1.30503 0.59232
O -8.05076 0.55055 -0.22162
C -6.81544 0.17324 -0.21753
C -6.01164 1.14715 -0.27364
C -4.72518 1.09183 -0.06066
C -4.18259 -0.21708 -0.00568
C -4.93597 -1.18140 -0.36298
C -6.34829 -1.02994 -0.34515
H -6.86410 -1.99008 -0.31359
H -4.56391 -1.99930 -0.26833
O -2.82282 -0.02518 -0.25927
C -2.05206 -1.55246 -0.34374
C -0.52944 -1.11547 -0.19736
O 0.16690 -2.18367 -0.35437
N -0.23281 0.06267 -0.11882
C 1.16544 0.45631 -0.20072
C 2.22655 -0.21431 -0.38600
C 3.61388 0.54128 -0.52567
C 3.65974 1.84188 -0.12525
C 2.49729 2.55552 -0.13263
C 1.16825 2.08445 0.10597
H 0.40792 2.72194 0.16149
H 2.57812 3.67319 0.29633
C 5.04693 2.57652 -0.45738
H 5.06896 3.51306 -0.18217
H 5.61057 1.85801 0.64864
H 5.64336 2.26555 -1.13053
S 4.84493 -0.65899 -0.66660
O 4.51233 -2.00992 -0.90995
O 5.75843 0.07136 -1.84988
N 5.73306 -0.51177 0.56588
C 5.08399 -1.13736 1.76396
H 4.01079 -0.92672 1.74856
H 4.98972 -2.32502 1.57400
H 5.58078 -0.77162 2.73478
C 7.18214 -0.86383 0.40073
H 7.27555 -1.93667 0.76279
H 7.68551 -0.46050 1.45781
H 7.42762 -0.27643 -0.23465
H 2.27154 -1.29920 -0.47766
H -1.05575 0.84237 0.04039
H -2.43361 -2.05022 0.65473
H -2.39489 -2.04678 -1.12455
H -4.13035 2.10335 -0.13065
H -6.33470 2.23689 -0.08761
H -8.87985 -1.30928 -1.14609
H -9.96497 -0.34077 -0.21725
*
```



(ii)
A single C18H22N2O5S molecule, computed with the ωB97M-V functional and the def2-TZVPD basis.

Properties
SMILES = COc1ccccc1NC(=O)CN(C)S(=O)(=O)c1cc(C)ccc1OC
gap between HOMO and LUMO = 8.576 eV
highest occupied orbital energy = -7.945 eV

The geometry in ORCA input format:
```
! wB97M-V def2-TZVPD RIJCOSX def2/J DEFGRID3
* xyz 0 1
C -4.29719 -2.73111 0.92988
O -3.61426 -1.79507 0.13319
C -3.98656 -0.47852 0.21631
C -5.12318 -0.01395 0.85562
C -5.41237 1.34349 0.86260
C -4.57013 2.23983 0.23625
C -3.42690 1.78873 -0.40470
C -3.12521 0.43762 -0.41737
N -1.99533 -0.09781 -1.04197
C -0.85434 0.54147 -1.37302
O -0.68704 1.74071 -1.43136
C 0.24269 -0.44012 -1.80167
N 0.38357 -1.52489 -0.85595
C 1.14227 -2.65537 -1.33864
S 0.76191 -0.99475 0.70298
O -0.37372 -0.25471 1.16776
O 1.14590 -2.14535 1.46338
C 2.11314 0.17445 0.53354
C 1.81572 1.51372 0.65069
C 2.81151 2.47753 0.53148
C 2.46785 3.92927 0.64171
C 4.11068 2.04168 0.31375
C 4.41840 0.69554 0.19647
C 3.41427 -0.26437 0.28913
O 3.59061 -1.59878 0.13202
C 4.90467 -2.10445 0.06155
H -4.27610 -2.44678 1.98582
H -5.33568 -2.85545 0.60413
H -3.76509 -3.67242 0.80024
H -5.79253 -0.69767 1.35373
H -6.30289 1.69014 1.36519
H -4.79642 3.29499 0.24474
H -2.75359 2.47877 -0.88417
H -1.91205 -1.09861 -0.90368
H 1.17785 0.12456 -1.93360
H -0.04336 -0.86320 -2.77091
H 0.53116 -3.22513 -2.04086
H 2.07172 -2.35268 -1.83074
H 1.37923 -3.27016 -0.47484
H 0.78927 1.79102 0.82993
H 3.30788 4.55412 0.34964
H 2.19306 4.17312 1.66715
H 1.61436 4.15638 0.00680
H 4.90860 2.76508 0.22666
H 5.44201 0.40387 0.02232
H 5.49341 -1.81374 0.93599
H 5.41441 -1.77352 -0.84979
H 4.79779 -3.18746 0.04268
*
```



Which one sits at the bottom of the stability order? (i) does.



(i)
A single C5H9NO3S molecule, computed with the ωB97M-V functional and the def2-TZVPD basis.

Properties
SMILES = C=CSC[C@@H](OC)[N+](=O)[O-]
gap between HOMO and LUMO = 8.652 eV
highest occupied orbital energy = -8.686 eV

The geometry in ORCA input format:
```
! wB97M-V def2-TZVPD RIJCOSX def2/J DEFGRID3
* xyz 0 1
C -3.62075 1.35105 0.72874
C -2.42995 1.01712 0.31432
S -2.03150 -0.41850 -0.67061
C -0.43695 -0.00365 -1.35383
C 0.86044 -0.38561 -0.10932
O 1.77345 -1.17802 -0.67268
C 2.69223 -1.89732 0.15867
N 1.36505 0.90501 0.35094
O 2.33852 1.38801 -0.18016
O 0.66846 1.34562 1.25480
H -3.82828 2.37135 1.02598
H -4.54449 1.00108 0.35581
H -1.53598 1.57983 0.53644
H -0.31068 0.95127 -1.68387
H -0.06017 -0.80016 -2.13965
H 0.23561 -0.86619 0.81792
H 3.20580 -2.61433 -0.55042
H 2.12177 -2.52643 1.05433
H 3.53742 -1.22014 0.76257
*
```



(ii)
A molecular structure, C5H9NO3S, computed with the ωB97M-V functional and the def2-TZVPD basis.

Properties
gap between HOMO and LUMO = 10.555 eV
highest occupied orbital energy = -9.900 eV

The geometry in ORCA input format:
```
! wB97M-V def2-TZVPD RIJCOSX def2/J DEFGRID3
* xyz 0 1
C 0.36153 0.22047 0.13532
C 1.46146 0.83602 -0.54846
C 1.01166 -0.06282 -1.72960
C 1.97135 -1.18641 -2.09375
C -2.81059 0.54721 1.54406
N -0.12246 -0.48088 -0.86242
O -0.01049 0.34880 1.38681
O -1.04298 0.49721 3.48677
O -1.25408 -1.57491 2.13165
S -1.30682 -0.16153 2.28936
H 1.16940 1.84266 -0.82833
H 2.37029 0.88866 -0.05239
H 0.75208 0.50669 -2.60562
H 1.60397 -1.86620 -2.84223
H 2.18990 -1.64943 -1.08034
H 2.86002 -0.72762 -2.48112
H -2.87359 1.47671 2.10943
H -2.69338 0.75590 0.47387
H -3.63725 -0.21054 1.56698
*
```



Which one sits at the bottom of the stability order? (i) does.



(i)
11 unconnected molecules or ions with the total composition C3H30NO11, computed with the ωB97M-V functional and the def2-TZVPD basis.

Properties
gap between HOMO and LUMO = 11.483 eV
highest occupied orbital energy = -13.931 eV

The geometry in ORCA input format:
```
! wB97M-V def2-TZVPD RIJCOSX def2/J DEFGRID3
* xyz 1 1
C -2.44451 -0.88511 -1.90322
O -1.46887 -0.55214 -2.88824
C -1.93370 -0.66971 -0.47599
C -3.01995 -0.67075 0.57964
N -0.96870 -1.82059 -0.20689
H -3.32356 -0.24915 -2.03761
H -2.71344 -1.92118 -2.11613
H -1.10651 0.33468 -2.65891
H -1.35427 0.24604 -0.44508
H -4.03138 -0.89720 0.23360
H -3.05393 0.29345 1.07608
H -2.89737 -1.42521 1.36160
H -1.47069 -2.65501 0.08332
H -0.55317 -1.99150 -1.09794
H -0.15942 -1.69664 0.41617
H 0.05679 -0.81906 4.30881
H 1.14403 -1.37759 3.38376
O 0.20891 -1.44282 3.59304
H 3.01731 -0.89028 -1.21660
H 2.68717 0.13207 -0.35963
O 3.12831 -0.74986 -0.25580
H -0.67366 1.57272 1.77448
H -1.28014 2.78526 2.37247
O -1.43870 2.18126 1.63480
H -0.50286 2.50760 -3.52901
H -0.66490 2.53619 -2.02936
O -0.57167 1.90266 -2.79019
H 2.96476 -0.98623 1.45504
H 3.44221 -0.38821 2.74139
O 2.66698 -0.83761 2.37842
H 0.30896 -1.05221 -2.65881
H 1.51116 -1.71210 -3.36492
O 1.25512 -1.25394 -2.55849
H 2.24604 -2.57805 0.01507
H 1.46755 -3.08020 1.30845
O 1.39443 -2.86802 0.37300
H 1.37757 0.39061 2.22531
H 1.63643 1.89144 2.30917
O 0.93348 1.24601 2.43571
H -1.04398 4.26251 -0.78675
H -0.96451 3.09600 0.20307
O -0.57379 3.44079 -0.63307
H 2.97564 2.52909 -0.76179
H 1.48370 2.26433 -0.89578
O 2.30712 1.85764 -0.59217
*
```



(ii)
11 unconnected molecules or ions with the total composition C3H30NO11, computed with the ωB97M-V functional and the def2-TZVPD basis.

Properties
gap between HOMO and LUMO = 11.339 eV
highest occupied orbital energy = -13.822 eV

The geometry in ORCA input format:
```
! wB97M-V def2-TZVPD RIJCOSX def2/J DEFGRID3
* xyz 1 1
O -1.05225 0.24633 1.50458
C -0.62841 -0.84225 0.69768
C 0.67714 -0.45137 0.03138
N 0.32075 0.40052 -1.16895
C 1.50185 1.21940 -1.56197
H -1.14045 -0.02664 2.45331
H -0.49636 -1.77889 1.24485
H -1.50492 -0.93672 -0.03471
H 1.29987 -1.31719 -0.17717
H 1.20469 0.02610 0.80278
H -0.56201 0.94628 -0.97365
H 0.02797 -0.18095 -1.96264
H 1.38418 1.95427 -2.35839
H 2.23143 0.59219 -2.10241
H 2.18381 1.53672 -0.69927
H 2.74297 -3.46629 1.85939
H 2.09107 -2.23162 1.47956
O 2.94155 -2.70512 1.33465
H -2.52366 0.89719 0.56698
H -3.89183 1.10861 1.13565
O -3.39190 1.20267 0.30595
H -1.96019 -2.34490 -2.00566
H -0.43243 -2.66447 -2.00938
O -1.11017 -2.06326 -2.39248
H -3.29967 1.54383 -2.58739
H -2.81659 0.44891 -3.22337
O -2.43108 1.07614 -2.55532
H -0.40526 0.11145 4.50758
H 0.54915 0.48738 3.58331
O 0.04792 -0.34277 3.77208
H 0.74875 1.96936 1.94365
H 2.05108 2.28641 2.73396
O 1.50651 1.59948 2.39219
H -1.62194 3.09743 -0.50324
H -1.63805 2.50606 -1.87439
O -1.06465 3.08944 -1.33138
H 1.62805 -2.80506 -0.80861
H 1.42525 -4.37934 -0.93184
O 1.01874 -3.49372 -1.09608
H -3.16384 2.83962 1.14868
H -2.32799 3.51896 2.25162
O -2.30738 3.25436 1.31049
H 3.97076 -1.48678 -2.23927
H 4.47044 -2.33185 -0.94446
O 3.74709 -2.10990 -1.51831
*
```



Which one sits at the bottom of the stability order? (ii) does.



(i)
A single C2H2F3NO molecule, computed with the ωB97M-V functional and the def2-TZVPD basis.

Properties
SMILES = NC(=O)C(F)(F)F
gap between HOMO and LUMO = 11.859 eV
highest occupied orbital energy = -11.109 eV

The geometry in ORCA input format:
```
! wB97M-V def2-TZVPD RIJCOSX def2/J DEFGRID3
* xyz 0 1
N -1.82881 0.27257 -0.43571
C -0.50731 0.58647 -0.56265
O -0.03080 1.42860 -1.27771
C 0.40462 -0.26656 0.30382
F -0.31105 -1.21541 1.05084
F 1.06947 0.46378 1.17462
F 1.27774 -0.98290 -0.47303
H -2.22461 -0.43412 0.13248
H -2.43655 0.78864 -1.07982
*
```



(ii)
A single C2H2F3NO molecule, computed with the ωB97M-V functional and the def2-TZVPD basis.

Properties
SMILES = O=N[C@@H](F)C(F)F
gap between HOMO and LUMO = 9.137 eV
highest occupied orbital energy = -9.942 eV

The geometry in ORCA input format:
```
! wB97M-V def2-TZVPD RIJCOSX def2/J DEFGRID3
* xyz 0 1
O -2.01704 -0.61688 0.64013
N -1.71532 0.34028 0.00694
C -0.23516 0.28549 -0.60638
F 0.02238 1.53456 -1.03353
C 0.78810 -0.21598 0.41609
F 1.16490 0.76465 1.25121
F 1.90059 -0.65401 -0.21146
H -0.28001 -0.38838 -1.47042
H 0.37157 -1.04974 1.00741
*
```



Which one sits at the bottom of the stability order? (ii) does.